78
Properties=species:S:1:pos:R:3 method="wB97M-V/def2-TZVPD" e_lumo_ev=1.94 charge=-1 gap_ev=8.452 fmax_ha_per_bohr=0.1055
O -0.0714 0.2073 1.1321
H 0.7629 0.5767 1.4815
C 2.8967 -4.5054 -4.2206
C 1.6442 -4.5387 -5.0434
O 1.0377 -3.1839 -5.0499
P 0.1684 -2.6911 -3.7750
O -0.9757 -3.5299 -3.4445
O 1.2112 -2.6354 -2.5297
C 0.8752 -2.2270 -1.2370
C 2.1789 -1.9664 -0.3781
O -0.3047 -1.1539 -4.0824
C 0.6949 -0.1362 -4.3307
C -0.0388 1.1678 -3.9876
H 3.4257 -3.5579 -4.3233
H 2.7471 -4.7614 -3.1717
H 3.6678 -5.2009 -4.5518
H 1.9287 -4.6965 -6.0837
H 0.9646 -5.3076 -4.6759
H 0.3298 -1.2916 -1.3624
H 0.1708 -2.8622 -0.6999
H 1.9921 -1.3189 0.4786
H 2.5707 -2.9239 -0.0347
H 2.9826 -1.4628 -0.9152
H 1.5631 -0.2892 -3.6898
H 1.0901 -0.1604 -5.3462
H -1.0235 1.2929 -4.4380
H -0.1457 1.4117 -2.9306
H 0.5124 1.9540 -4.5036
C 1.8205 0.6242 4.0748
C 2.6229 1.8788 3.9361
O 2.9401 2.2254 5.2742
C 2.1471 1.5102 6.1531
O 2.1249 1.7175 7.3729
O 1.3339 0.7612 5.3685
F 1.8971 2.8037 3.3969
H 2.3285 -0.3298 3.9339
H 1.0387 0.4619 3.3329
H 3.5380 1.7867 3.3510
C -1.3291 -2.6529 2.9436
C -1.9972 -2.4630 1.6235
O -3.2142 -1.8693 2.0332
C -3.3659 -1.9681 3.4439
O -4.3232 -1.5205 4.0639
O -2.2940 -2.6325 3.9447
F -2.2002 -3.6066 0.9247
H -0.6615 -1.8085 3.1151
H -0.6914 -3.5350 2.8856
H -1.3097 -1.8490 1.0417
C -2.2399 1.3101 -0.6277
C -2.7269 0.1324 -1.4737
O -3.0814 0.7755 -2.6465
C -3.3361 2.0279 -2.4015
O -3.7448 2.7937 -3.2652
O -2.8667 2.4048 -1.2306
F -3.7900 -0.5536 -0.9572
H -1.1499 1.3077 -0.6413
H -2.5882 1.0021 0.3582
H -1.9282 -0.6090 -1.4943
C -1.6228 2.5800 2.9215
C -2.2767 1.3230 3.3446
O -3.6418 1.6601 3.3903
C -3.7568 3.0304 3.2179
O -4.8357 3.6225 3.1205
O -2.6044 3.5644 3.1299
F -2.0067 1.0207 4.5904
H -1.4140 2.5410 1.8524
H -0.6542 2.7522 3.3908
H -1.9662 0.5034 2.6966
C 1.9352 2.1550 -0.5379
C 1.6040 3.4883 -0.0014
O 1.5130 4.3378 -1.0779
C 2.1279 3.8274 -2.1127
O 2.4107 4.3831 -3.2054
O 2.4936 2.5245 -1.7640
F 2.6120 3.8069 0.8063
H 1.0693 1.5050 -0.6638
H 2.5118 1.5781 0.1852
H 0.6929 3.4612 0.5963